[1]
Formula: C3H11N3
Source: the OMol25 dataset
Level of theory: wB97M-V/def2-TZVPD

```
17
Properties=species:S:1:pos:R:3
C 1.51 -0.50 0.73
C -0.70 0.75 0.51
C -1.97 1.62 -1.37
N 0.31 0.07 1.17
N 1.43 -1.97 0.39
N -0.91 0.79 -0.77
H 1.95 0.22 -0.01
H 2.29 -0.40 1.43
H -1.53 1.21 1.04
H -0.22 0.34 -1.43
H -1.53 2.32 -1.91
H -2.34 0.97 -2.17
H -2.63 1.86 -0.48
H 0.34 -0.06 2.16
H 2.30 -2.41 0.16
H 0.86 -2.52 0.96
H 0.85 -2.27 -0.40
```

Values from the calculation:
Charge ... +2
M ... 89.142 g mol⁻¹
Gap between HOMO and LUMO ... 0.420 hartree
Relative energy (zero: lowest compared OMol25 entry of this formula, charge and spin) ... 0.000 eV
E_tot ... -284.47766 Eh
LUMO level ... -8.16 eV
SMILES ... C/[NH+]=C/NC[NH3+]

Löwdin atomic charge list, values in e, 5 entries:
1 C -0.1279
2 C -0.0061
3 C 0.0469
4 N 0.0696
5 N 0.2652

=====

[2]
Formula: C16H30NO5S
Source: the OMol25 dataset
Level of theory: wB97M-V/def2-TZVPD

```
53
Properties=species:S:1:pos:R:3
C -4.96 3.07 0.43
C -4.66 4.13 -0.63
O -5.27 3.83 -1.87
C -4.43 3.59 -2.98
C -4.21 2.10 -3.22
C -3.14 1.54 -2.34
O -3.13 0.10 -2.26
C -2.00 -0.15 -1.56
O -1.90 -0.94 -0.68
O -1.01 0.69 -2.00
C -1.66 1.80 -2.65
S -1.31 1.85 -4.41
H -5.43 2.21 -0.04
H -4.04 2.72 0.91
H -5.61 3.45 1.21
H -5.02 5.11 -0.31
H -3.57 4.23 -0.77
H -4.91 4.02 -3.86
H -3.47 4.11 -2.85
H -3.97 1.94 -4.28
H -5.14 1.58 -3.00
H -3.27 1.89 -1.30
H -1.32 2.72 -2.17
H 0.01 2.01 -4.26
C 4.65 -3.15 1.25
C 4.08 -2.00 2.10
C 3.21 -2.54 3.24
C 1.86 -3.08 2.78
C 1.11 -2.04 1.95
C 1.93 -1.52 0.77
N 3.26 -1.05 1.27
O 3.23 0.13 1.76
C 2.07 -2.60 -0.31
C 1.22 -0.34 0.12
C 5.26 -1.22 2.67
H 4.85 -2.82 0.23
H 5.59 -3.49 1.68
H 3.99 -4.02 1.20
H 3.05 -1.74 3.96
H 3.78 -3.32 3.75
H 1.98 -4.01 2.22
H 1.26 -3.34 3.66
H 0.17 -2.46 1.56
H 0.84 -1.20 2.59
H 2.76 -2.27 -1.09
H 1.09 -2.76 -0.77
H 2.41 -3.56 0.06
H 0.98 0.45 0.83
H 0.28 -0.65 -0.34
H 1.84 0.09 -0.67
H 5.86 -0.78 1.87
H 5.90 -1.92 3.22
H 4.94 -0.43 3.34
```

Values from the calculation:
Charge ... 0
M ... 348.485 g mol⁻¹
Gap between HOMO and LUMO (spin up / spin down) ... 0.305 / 0.349 hartree
E_tot ... -1456.71675 Eh
LUMO level (spin up / spin down) ... 0.47 / 0.47 eV
Multiplicity ... 2

Löwdin atomic charge list, values in e, 5 entries:
1 C -0.0666
2 C -0.2580
3 O -0.1404
4 C -0.2069
5 C -0.1099

=====

[3]
Formula: C7H12BrN
Source: the OMol25 dataset
Level of theory: wB97M-V/def2-TZVPD

```
21
Properties=species:S:1:pos:R:3
C 1.57 1.94 1.06
C -0.54 -1.59 0.69
C -0.34 -0.75 -0.34
C 1.15 1.02 0.16
C -0.40 -1.18 2.08
C -0.48 -1.19 -1.73
C -0.88 1.43 -1.14
N -0.13 0.67 -0.17
Br 2.62 -0.18 -0.51
H 2.74 2.03 0.95
H 1.24 2.74 1.74
H -0.48 -2.68 0.56
H -1.40 -0.83 2.38
H 0.39 -0.33 2.15
H -0.13 -1.94 2.72
H -1.21 -0.70 -2.38
H -0.81 -2.23 -1.77
H 0.48 -1.05 -2.15
H -0.49 1.26 -2.15
H -1.97 1.09 -1.23
H -0.94 2.47 -0.91
```

Values from the calculation:
Charge ... 0
M ... 190.084 g mol⁻¹
Gap between HOMO and LUMO ... 0.342 hartree
Relative energy (zero: lowest compared OMol25 entry of this formula, charge and spin) ... 0.000 eV
E_tot ... -2902.58713 Eh
LUMO level ... 0.81 eV
SMILES ... C=C(Br)N(C)/C(C)=C\C

Löwdin atomic charge list, values in e, 5 entries:
1 C -0.0323
2 C -0.1140
3 C -0.3980
4 C -0.6792
5 C -0.0912

=====

[4]
Formula: C3H6N2O
Source: the OMol25 dataset
Level of theory: wB97M-V/def2-TZVPD

```
12
Properties=species:S:1:pos:R:3
C -1.15 0.44 1.29
N -0.39 -0.48 0.53
C 0.40 -0.20 -0.43
N 0.71 1.01 -0.97
C 0.92 -1.59 -0.83
O 1.69 -1.96 -1.67
H -1.85 1.01 0.67
H -1.73 -0.15 2.00
H -0.51 1.13 1.86
H 1.32 1.13 -1.76
H 0.26 1.85 -0.62
H 0.35 -2.17 -0.07
```

Values from the calculation:
Charge ... 0
M ... 86.094 g mol⁻¹
Gap between HOMO and LUMO ... 0.379 hartree
Relative energy (zero: lowest compared OMol25 entry of this formula, charge and spin) ... 1.841 eV
E_tot ... -302.62544 Eh
LUMO level ... 0.73 eV
SMILES ... C/N=C(\N)C=O

Löwdin atomic charge list, values in e, 5 entries:
1 C -0.1377
2 N -0.0359
3 C -0.3839
4 N 0.1587
5 C -0.2061

=====

[5]
Formula: C32H88N8O8
Source: the OMol25 dataset
Level of theory: wB97M-V/def2-TZVPD

```
136
Properties=species:S:1:pos:R:3
C -0.53 -0.91 0.02
C 0.97 -0.68 0.72
C 1.86 0.33 -0.07
O 1.70 0.15 -1.41
C 1.98 1.13 -2.35
N 0.73 -0.22 2.07
H -0.88 -0.02 -0.50
H -1.41 -1.17 0.61
H -0.40 -1.60 -0.81
H 1.45 -1.66 0.73
H 2.93 0.19 0.08
H 1.52 1.32 0.23
H 3.03 1.39 -2.23
H 1.32 1.99 -2.26
H 1.77 0.73 -3.35
H 0.43 -1.01 2.62
H -0.21 0.16 2.12
C 3.47 1.25 3.91
C 4.17 2.61 3.93
C 3.18 3.73 3.98
O 2.41 3.92 2.86
C 1.14 3.33 2.89
N 4.94 2.77 5.16
H 2.80 1.19 3.06
H 2.72 1.23 4.70
H 4.16 0.41 3.89
H 4.79 2.87 3.06
H 3.82 4.61 4.06
H 2.58 3.77 4.89
H 0.80 2.97 3.86
H 1.22 2.43 2.27
H 0.56 4.01 2.26
H 5.72 3.39 5.00
H 5.37 1.87 5.34
C 3.35 4.04 -4.14
C 4.30 3.31 -4.97
C 5.72 4.08 -4.99
O 6.65 3.27 -5.73
C 7.93 3.78 -5.77
N 4.47 2.05 -4.27
H 2.39 3.70 -4.53
H 3.25 5.11 -4.34
H 3.36 3.82 -3.07
H 3.89 3.24 -5.98
H 6.05 4.23 -3.97
H 5.68 5.13 -5.28
H 8.62 3.13 -6.31
H 8.37 3.97 -4.79
H 8.02 4.75 -6.24
H 3.72 1.39 -4.37
H 5.30 1.59 -4.64
C 0.58 -4.13 4.44
C -0.47 -4.14 5.53
C 0.08 -3.92 6.94
O 0.87 -5.07 7.27
C 1.53 -5.11 8.59
N -1.37 -3.10 5.01
H 1.38 -4.84 4.60
H 1.06 -3.15 4.40
H 0.20 -4.39 3.45
H -1.02 -5.07 5.58
H -0.79 -3.67 7.54
H 0.69 -3.01 7.00
H 0.85 -4.64 9.29
H 2.42 -4.49 8.56
H 1.81 -6.14 8.78
H -2.01 -2.71 5.69
H -1.99 -3.37 4.25
C -4.47 -2.63 0.84
C -4.48 -3.27 2.22
C -5.15 -2.42 3.32
O -4.68 -1.14 3.60
C -5.40 -0.38 4.48
N -5.11 -4.63 1.94
H -5.50 -2.65 0.46
H -3.86 -3.13 0.09
H -4.10 -1.61 0.93
H -3.45 -3.54 2.48
H -5.29 -2.99 4.24
H -6.14 -2.31 2.87
H -4.87 0.56 4.66
H -5.73 -0.82 5.42
H -6.40 -0.04 4.18
H -4.61 -5.38 2.39
H -4.75 -4.77 1.01
C -1.56 -3.07 -10.14
C -0.40 -2.30 -9.44
C -0.57 -2.16 -7.97
O 0.54 -1.47 -7.44
C 0.54 -1.35 -6.02
N 0.80 -3.04 -9.66
H -2.55 -2.76 -9.82
H -1.49 -4.16 -10.21
H -1.63 -2.79 -11.19
H -0.26 -1.33 -9.91
H -0.77 -3.10 -7.47
H -1.40 -1.46 -7.98
H 0.05 -0.46 -5.63
H 1.51 -1.30 -5.53
H -0.09 -2.19 -5.73
H 1.54 -2.50 -9.23
H 0.83 -3.83 -9.03
C -3.04 2.31 2.92
C -2.05 1.18 3.27
C -1.83 1.06 4.79
O -1.07 2.20 5.19
C -0.92 2.38 6.61
N -2.34 -0.07 2.60
H -3.44 2.23 1.91
H -2.62 3.29 3.13
H -3.96 2.23 3.50
H -1.10 1.65 3.00
H -1.37 0.13 5.13
H -2.80 1.18 5.26
H -0.13 3.09 6.87
H -0.99 1.48 7.22
H -1.87 2.87 6.83
H -3.29 -0.33 2.85
H -2.14 -0.01 1.61
C -3.66 -0.15 -2.32
C -3.00 0.75 -3.40
C -1.53 0.78 -3.35
O -1.02 1.65 -4.41
C -1.18 3.04 -4.26
N -3.58 0.11 -4.64
H -3.17 -1.13 -2.28
H -4.73 -0.32 -2.45
H -3.43 0.29 -1.34
H -3.39 1.77 -3.37
H -1.13 -0.23 -3.48
H -1.11 1.14 -2.42
H -2.21 3.39 -4.26
H -0.62 3.61 -4.99
H -0.77 3.27 -3.28
H -3.58 -0.90 -4.59
H -3.02 0.36 -5.45
```

Values from the calculation:
Charge ... 0
M ... 713.104 g mol⁻¹
Gap between HOMO and LUMO ... 0.337 hartree
Relative energy (zero: lowest compared OMol25 entry of this formula, charge and spin) ... 6.144 eV
E_tot ... -2311.62877 Eh
LUMO level ... 0.47 eV
SMILES ... COC[C@H](C)N.COC[C@H](C)N.COC[C@H](C)N.COC[C@H](C)N.COC[C@H](C)N.COC[C@H](C)N.COC[C@H](C)N.COC[C@H](C)N

Löwdin atomic charge list, values in e, 5 entries:
1 C -0.0299
2 C -0.3106
3 C -0.2077
4 O -0.2102
5 C -0.1055

=====

[6]
Formula: C4H4N2
Source: the OMol25 dataset
Level of theory: wB97M-V/def2-TZVPD

```
10
Properties=species:S:1:pos:R:3
C -3.12 -0.27 0.47
C -0.88 2.00 -0.32
C 0.24 -1.51 -0.72
C -1.84 -0.45 -0.07
N -4.15 -0.10 0.93
N -0.90 -1.07 -0.39
H 0.06 1.68 -0.77
H -0.68 2.02 0.74
H 0.93 -1.44 0.09
H 0.47 -2.03 -1.64
```

Values from the calculation:
Charge ... 0
M ... 80.090 g mol⁻¹
Gap between HOMO and LUMO (spin up / spin down) ... 0.283 / 0.276 hartree
Relative energy (zero: lowest compared OMol25 entry of this formula, charge and spin) ... 3.785 eV
E_tot ... -264.02807 Eh
LUMO level (spin up / spin down) ... -0.15 / -0.99 eV
Multiplicity ... 3

Löwdin atomic charge list, values in e, 5 entries:
1 C -0.2036
2 C 0.1203
3 C -0.0073
4 C -0.0850
5 N 0.1582

=====

[7]
Formula: C38H101N7O12
Source: the OMol25 dataset
Level of theory: wB97M-V/def2-TZVPD

```
158
Properties=species:S:1:pos:R:3
C -9.48 0.46 -4.09
C -8.35 1.12 -3.34
O -7.08 0.82 -3.90
H -9.41 -0.63 -4.05
H -9.46 0.75 -5.14
H -10.45 0.80 -3.72
H -8.36 0.91 -2.27
H -8.47 2.20 -3.40
H -6.90 -0.12 -3.76
C 1.36 -2.84 -2.48
C 0.78 -2.02 -1.36
O -0.55 -1.63 -1.77
H 2.32 -3.30 -2.26
H 1.58 -2.17 -3.32
H 0.67 -3.57 -2.90
H 1.34 -1.09 -1.25
H 0.66 -2.62 -0.46
H -0.92 -1.20 -0.99
C -1.43 0.32 9.00
O -1.54 1.60 8.43
C -2.44 1.71 7.35
C -2.16 1.03 6.00
N -2.66 -0.34 5.79
C -4.15 -0.41 5.79
C -4.70 -1.56 4.99
O -4.67 -1.29 3.62
C -5.01 -2.42 2.87
H -0.67 -0.30 8.52
H -2.37 -0.24 9.05
H -1.12 0.41 10.04
H -2.33 2.77 7.07
H -3.49 1.61 7.66
H -1.10 1.06 5.73
H -2.69 1.65 5.28
H -2.47 -0.91 6.61
H -4.65 0.50 5.44
H -4.48 -0.51 6.83
H -5.76 -1.67 5.28
H -4.20 -2.49 5.32
H -5.13 -2.20 1.81
H -5.90 -2.96 3.21
H -4.22 -3.18 2.99
C -4.46 0.77 -2.12
O -3.55 1.38 -1.26
C -3.69 0.95 0.08
C -2.98 -0.38 0.33
N -1.55 -0.30 0.61
C -1.23 -0.15 2.02
C 0.24 -0.10 2.26
O 0.76 1.01 1.54
C 2.15 1.05 1.54
H -4.25 -0.30 -2.26
H -4.38 1.16 -3.13
H -5.51 0.87 -1.82
H -4.76 0.88 0.31
H -3.28 1.69 0.76
H -3.08 -1.03 -0.55
H -3.54 -0.91 1.11
H -1.20 0.52 0.12
H -1.76 -0.87 2.66
H -1.69 0.78 2.42
H 0.77 -1.02 1.98
H 0.43 0.05 3.33
H 2.67 0.08 1.47
H 2.55 1.49 2.46
H 2.48 1.64 0.68
C 9.43 4.13 -4.10
O 8.11 3.86 -4.49
C 7.83 4.36 -5.78
C 6.38 4.10 -6.12
N 5.54 4.75 -5.12
C 4.14 4.34 -5.17
C 3.44 4.82 -3.92
O 3.97 4.12 -2.80
C 3.02 3.33 -2.14
H 10.14 3.87 -4.88
H 9.64 3.47 -3.25
H 9.52 5.15 -3.70
H 8.49 3.86 -6.51
H 8.14 5.41 -5.89
H 6.28 3.00 -6.19
H 6.08 4.51 -7.08
H 5.93 4.56 -4.20
H 4.07 3.25 -5.29
H 3.79 4.72 -6.13
H 2.38 4.60 -4.03
H 3.57 5.89 -3.80
H 2.72 2.47 -2.76
H 2.14 3.88 -1.81
H 3.46 2.89 -1.24
C 7.23 -1.48 2.77
C 6.94 -2.99 2.69
C 5.72 -3.24 1.83
O 4.59 -2.72 2.51
C 3.39 -3.13 1.87
N 8.10 -3.69 2.12
H 6.46 -0.91 3.29
H 7.35 -1.03 1.78
H 8.18 -1.34 3.30
H 6.76 -3.30 3.72
H 5.61 -4.32 1.67
H 5.83 -2.73 0.87
H 3.14 -4.16 2.15
H 3.50 -3.10 0.78
H 2.62 -2.42 2.16
H 8.95 -3.24 2.43
H 8.09 -3.63 1.10
C -1.17 3.41 -6.93
C -0.33 3.43 -5.65
C -0.76 2.28 -4.73
O 0.12 2.26 -3.63
C -0.06 1.11 -2.84
N 1.07 3.35 -6.03
H -0.87 2.59 -7.59
H -0.79 4.27 -7.51
H -2.24 3.51 -6.84
H -0.51 4.37 -5.13
H -0.71 1.36 -5.32
H -1.78 2.47 -4.39
H 0.19 0.19 -3.37
H -1.10 1.03 -2.49
H 0.58 1.16 -1.96
H 1.63 3.87 -5.37
H 1.48 2.42 -5.97
C -4.82 -4.02 -4.66
C -3.96 -3.62 -3.48
C -4.75 -3.34 -2.23
O -5.71 -2.35 -2.51
C -6.51 -2.03 -1.41
N -2.90 -4.60 -3.16
H -4.19 -4.44 -5.44
H -5.42 -3.18 -5.02
H -5.58 -4.74 -4.35
H -3.44 -2.69 -3.77
H -4.07 -3.04 -1.42
H -5.24 -4.27 -1.90
H -7.39 -2.67 -1.28
H -6.90 -1.02 -1.63
H -6.00 -1.88 -0.46
H -2.37 -4.18 -2.40
H -2.24 -4.66 -3.93
C 0.74 -1.60 6.70
C 1.51 -1.85 5.40
C 2.99 -2.00 5.61
O 3.60 -0.86 6.11
C 3.65 0.20 5.18
N 0.93 -3.04 4.76
H 0.86 -2.44 7.39
H -0.33 -1.48 6.52
H 1.08 -0.72 7.26
H 1.25 -1.04 4.72
H 3.46 -2.40 4.70
H 3.16 -2.83 6.31
H 4.40 0.91 5.52
H 2.69 0.74 5.13
H 3.91 -0.15 4.17
H 1.19 -3.89 5.25
H -0.08 -3.04 4.71
```

Values from the calculation:
Charge ... 0
M ... 848.263 g mol⁻¹
Gap between HOMO and LUMO ... 0.329 hartree
Relative energy (zero: lowest compared OMol25 entry of this formula, charge and spin) ... 0.665 eV
E_tot ... -2794.31588 Eh
LUMO level ... 0.51 eV
SMILES ... COC[C@H](C)N.COC[C@H](C)N.COC[C@H](C)N.COC[C@H](C)N.COCCNCCOC.COCCNCCOC.COCCNCCOC.CCO.CCO

Löwdin atomic charge list, values in e, 5 entries:
1 C -0.0893
2 C -0.3351
3 O -0.0842
4 H 0.0720
5 H 0.0766

=====

[8]
Formula: CH4BrOP
Source: the OMol25 dataset
Level of theory: wB97M-V/def2-TZVPD

```
8
Properties=species:S:1:pos:R:3
C 1.93 -0.63 -0.70
O 1.11 0.09 -0.07
P -1.77 -0.16 -0.35
Br 3.77 -0.17 -0.62
H -1.23 0.60 0.72
H 1.33 0.77 0.69
H -2.11 -1.10 0.66
H -3.01 0.59 -0.33
```

Values from the calculation:
Charge ... 0
M ... 142.920 g mol⁻¹
Gap between HOMO and LUMO (spin up / spin down) ... 0.278 / 0.305 hartree
Relative energy (zero: lowest compared OMol25 entry of this formula, charge and spin) ... 2.609 eV
E_tot ... -3030.89523 Eh
LUMO level (spin up / spin down) ... 0.45 / -1.69 eV
Multiplicity ... 3

Löwdin atomic charge list, values in e, 5 entries:
1 C -0.6400
2 O -0.2473
3 P 0.6314
4 Br 0.6086
5 H -0.1805

=====

> Number 1 is which compound?

C3H11N3